# C50H63N7ORu

A molecular structure, C50H63N7ORu in a non-equilibrium geometry (wB97M-V/def2-TZVPD, the Open Molecules 2025 dataset).

Values from the calculation:
<S²> = 9.075
Frontier orbital gap (alpha / beta) = 4.88 / 5.17 eV
HOMO energy (alpha / beta) = -2.335 / -3.200 eV
Total energy = -67934.09833 eV
Energy above the lowest of the compared OMol25 structures with the same formula, charge and spin = 0.0 kJ/mol
Total charge = -1
2S+1 = 6

Element x y z (Å)
Ru: 0.99612 0.12159 -0.21662
C: -4.62950 3.42887 0.98652
C: -3.73983 3.22219 -0.18815
C: -2.33789 2.77464 0.10378
C: -1.38402 3.57554 0.73879
C: -1.52719 5.00599 1.20395
C: -1.71778 5.01968 2.73394
C: -0.22595 2.80804 0.82402
C: 0.91254 3.10893 1.54144
C: 2.09512 2.32866 1.59620
C: 3.05951 2.47352 2.64650
C: 3.03718 3.51050 3.74231
C: 2.09491 3.12173 4.87397
C: 3.95677 1.41709 2.51268
C: 3.57423 0.62639 1.43568
C: 4.18626 -0.49490 0.91838
C: 3.73550 -1.21870 -0.26597
N: 2.46989 -1.09223 -0.82750
C: 2.46733 -1.99437 -1.90606
C: 1.44286 -1.98090 -2.89938
C: 0.20384 -1.32785 -2.77589
N: -0.24930 -0.77064 -1.59837
C: -1.48774 -0.22347 -1.90049
C: -2.36714 0.34625 -0.78959
C: -1.73613 1.58787 -0.23700
N: -0.43708 1.58654 0.22961
C: -1.77619 -0.41885 -3.22879
C: -0.69322 -1.09672 -3.79659
C: -0.46370 -1.40078 -5.24577
C: 0.38395 -0.34244 -5.93597
C: -2.98414 0.24659 -3.79217
C: -2.86392 1.75908 -3.92869
C: 3.63507 -2.76252 -1.92743
C: 4.45890 -2.25857 -0.87057
C: 5.76021 -2.81967 -0.34084
C: 5.55215 -4.03125 0.58496
C: 3.85772 -3.91075 -2.78945
C: 4.86034 -3.76286 -3.94699
N: 2.39780 1.18876 0.87398
C: 5.20661 1.19964 3.36142
C: 6.45728 1.76332 2.69220
H: -5.61923 3.71676 0.66518
H: -4.22806 4.19146 1.60741
H: -4.72807 2.53427 1.60966
H: -3.71929 4.15384 -0.77524
H: -4.19384 2.53821 -0.88311
H: -2.34827 5.49001 0.68921
H: -0.61803 5.58117 0.96940
H: -1.78345 6.03824 3.11506
H: -0.87954 4.52410 3.20617
H: -2.63897 4.48863 2.98704
H: 0.97995 4.14591 1.90635
H: 2.79020 4.50153 3.34801
H: 4.04062 3.67119 4.14455
H: 1.06172 2.87109 4.52872
H: 2.05414 3.82301 5.68697
H: 2.45909 2.19075 5.33047
H: 5.14628 -0.79970 1.27609
H: 1.72341 -2.54139 -3.79745
H: -3.31423 0.67539 -1.22617
H: -1.42309 -1.47586 -5.71921
H: -0.01510 -2.40148 -5.38947
H: 0.04572 0.67881 -5.81425
H: 0.46797 -0.50667 -6.99433
H: 1.41001 -0.35804 -5.54828
H: -3.91070 0.01035 -3.23819
H: -3.19213 -0.17489 -4.78134
H: -2.01046 2.01804 -4.59329
H: -2.66969 2.21831 -2.97771
H: -3.75670 2.20838 -4.39272
H: 6.28311 -2.02634 0.21269
H: 6.44700 -3.13403 -1.13525
H: 4.86803 -3.77245 1.38825
H: 6.53495 -4.38985 0.98202
H: 5.08869 -4.82607 0.03516
H: 2.92747 -4.26113 -3.17725
H: 4.28246 -4.70744 -2.15105
H: 4.55654 -3.09098 -4.73087
H: 5.03074 -4.73365 -4.45450
H: 5.82847 -3.41492 -3.59019
H: 5.28892 0.10487 3.47175
H: 5.09587 1.61048 4.38768
H: 6.76487 1.25302 1.77034
H: 7.36179 1.68554 3.29244
H: 6.22650 2.79815 2.42965
O: 0.19568 -3.92779 -0.67804
H: 0.89571 -4.00415 -1.32080
H: -0.08606 -2.99854 -0.69105
N: 0.21523 0.22254 5.28982
C: 0.39673 -0.63736 4.23937
C: 0.37332 -0.15807 2.93952
N: 0.58384 -0.95408 1.91417
C: 0.89318 -2.24733 2.13928
C: 0.91878 -2.72286 3.43112
N: 0.66711 -1.92255 4.48411
H: -0.12608 1.12471 5.02157
H: -0.02348 -0.12943 6.21005
H: 0.11396 0.88332 2.74705
H: 1.09364 -2.84145 1.27550
H: 1.06146 -3.79791 3.64047
C: -4.00127 -2.55025 1.26115
C: -3.72496 -1.80145 -0.03631
C: -3.18544 -2.79837 -1.05793
C: -2.72026 -0.70171 0.20888
C: -5.03024 -1.12976 -0.52014
C: -5.60622 -0.16365 0.32086
C: -6.69625 0.56507 -0.11209
C: -7.30564 0.26852 -1.33450
C: -6.74058 -0.67455 -2.15748
C: -5.62218 -1.40056 -1.73601
H: -3.08135 -3.08876 1.54691
H: -4.80882 -3.27721 1.16954
H: -4.28924 -1.88495 2.08546
H: -2.27640 -3.30700 -0.70237
H: -2.93028 -2.34058 -2.02525
H: -3.96378 -3.55439 -1.21276
H: -2.23628 -0.67676 1.15189
H: -5.12188 0.06787 1.26737
H: -7.19411 1.25915 0.55979
H: -8.18177 0.85303 -1.58017
H: -7.16060 -0.88526 -3.16542
H: -5.19247 -2.08803 -2.43599

Atom charges from the Löwdin analysis, given in e for atoms 1 to 99:
1 Ru 1.425
2 C -0.100
3 C -0.210
4 C -0.154
5 C -0.150
6 C -0.183
7 C -0.095
8 C -0.307
9 C -0.009
10 C -0.265
11 C -0.140
12 C -0.200
13 C -0.103
14 C -0.166
15 C -0.265
16 C 0.043
17 C -0.239
18 N -0.065
19 C -0.273
20 C 0.008
21 C -0.298
22 N -0.047
23 C -0.211
24 C -0.184
25 C -0.201
26 N -0.028
27 C -0.180
28 C -0.156
29 C -0.196
30 C -0.095
31 C -0.199
32 C -0.079
33 C -0.172
34 C -0.140
35 C -0.202
36 C -0.096
37 C -0.213
38 C -0.089
39 N -0.044
40 C -0.196
41 C -0.105
42 H 0.068
43 H 0.038
44 H 0.076
45 H 0.116
46 H 0.086
47 H 0.094
48 H 0.107
49 H 0.063
50 H 0.050
51 H 0.060
52 H 0.107
53 H 0.103
54 H 0.099
55 H 0.059
56 H 0.055
57 H 0.070
58 H 0.080
59 H 0.104
60 H 0.119
61 H 0.088
62 H 0.110
63 H 0.064
64 H 0.053
65 H 0.074
66 H 0.091
67 H 0.102
68 H 0.079
69 H 0.052
70 H 0.072
71 H 0.091
72 H 0.097
73 H 0.069
74 H 0.078
75 H 0.046
76 H 0.091
77 H 0.108
78 H 0.058
79 H 0.071
80 H 0.061
81 H 0.104
82 H 0.106
83 H 0.069
84 H 0.059
85 H 0.075
86 O -0.063
87 H 0.014
88 H 0.002
89 N 0.131
90 C -0.372
91 C -0.078
92 N 0.023
93 C -0.112
94 C -0.115
95 N 0.116
96 H 0.072
97 H 0.102
98 H 0.107
99 H 0.078